No. 1
Formula: C46H76N2O21P
Source: OMol25
Level of theory: wB97M-V/def2-TZVPD

Positions of all 146 atoms, in Å:
1 C 2.038 0.432 6.265
2 C 0.722 0.192 6.282
3 C 0.091 -1.137 5.927
4 P 0.476 -2.252 7.428
5 O 1.928 -2.989 7.171
6 O -0.776 -3.304 7.572
7 N -1.390 -0.952 5.906
8 C -1.857 -0.088 4.767
9 C -1.486 -0.725 3.439
10 C -2.124 0.059 2.285
11 C -1.608 -0.329 0.897
12 C -2.642 -0.168 -0.217
13 C -1.982 -0.317 -1.599
14 C -1.645 -1.798 -1.819
15 C -1.071 -2.087 -3.222
16 C 0.469 -2.060 -3.285
17 C 0.918 -1.998 -4.767
18 C 1.654 -0.697 -5.139
19 C 2.344 -0.813 -6.531
20 C 2.041 0.374 -7.475
21 C 3.194 1.366 -7.358
22 N 2.952 2.650 -8.022
23 C 3.095 2.910 -9.333
24 C 2.809 4.228 -9.531
25 C 2.489 4.757 -8.272
26 C 2.582 3.769 -7.346
27 C 0.059 -0.904 3.338
28 C 0.787 0.443 3.145
29 C 0.551 -1.707 4.553
30 C 0.143 -3.212 4.506
31 C -0.094 -3.785 3.113
32 C -0.867 -5.105 3.224
33 O -2.158 -4.878 3.749
34 C -3.119 -4.643 2.730
35 H 2.395 1.360 5.832
36 H 2.760 -0.282 6.656
37 H 0.049 1.002 6.561
38 H 2.332 -2.734 6.327
39 H -0.768 -3.683 8.461
40 H -1.900 -1.838 5.832
41 H -1.717 -0.510 6.770
42 H -1.498 0.933 4.853
43 H -2.947 -0.066 4.833
44 H -1.917 -1.736 3.456
45 H -3.193 -0.188 2.298
46 H -2.064 1.133 2.486
47 H -0.743 0.282 0.647
48 H -1.259 -1.365 0.913
49 H -3.142 0.800 -0.135
50 H -3.424 -0.925 -0.110
51 H -2.720 -0.036 -2.346
52 H -1.096 0.312 -1.707
53 H -0.938 -2.186 -1.081
54 H -2.576 -2.368 -1.739
55 H -1.363 -3.110 -3.475
56 H -1.455 -1.391 -3.969
57 H 0.872 -1.224 -2.709
58 H 0.881 -2.986 -2.877
59 H 0.041 -2.035 -5.420
60 H 1.521 -2.865 -5.045
61 H 0.883 0.074 -5.230
62 H 2.354 -0.426 -4.349
63 H 3.418 -0.914 -6.351
64 H 2.007 -1.755 -6.965
65 H 1.074 0.793 -7.200
66 H 1.999 -0.047 -8.479
67 H 3.389 1.579 -6.309
68 H 4.059 0.918 -7.846
69 H 3.386 2.209 -10.097
70 H 2.853 4.766 -10.461
71 H 2.235 5.781 -8.046
72 H 2.415 3.820 -6.287
73 H 0.224 -1.433 2.404
74 H 0.326 1.184 3.807
75 H 0.722 0.800 2.124
76 H 1.820 0.378 3.487
77 H 1.645 -1.654 4.585
78 H 0.948 -3.798 4.952
79 H -0.766 -3.403 5.080
80 H -0.738 -3.142 2.510
81 H 0.813 -3.953 2.528
82 H -0.321 -5.772 3.896
83 H -0.942 -5.537 2.222
84 H -2.734 -4.042 1.906
85 H -3.544 -5.582 2.368
86 H -3.949 -4.102 3.186
87 C -5.241 4.521 -0.707
88 C -3.780 4.631 -0.343
89 O -3.246 3.389 -0.825
90 C -4.070 2.939 -1.810
91 O -3.825 2.030 -2.535
92 O -5.205 3.670 -1.860
93 H -5.694 5.478 -0.948
94 H -5.832 4.038 0.071
95 H -3.279 5.452 -0.860
96 H -3.618 4.735 0.726
97 C -4.356 6.665 3.869
98 C -5.569 6.587 4.767
99 O -6.647 6.590 3.829
100 C -6.177 6.135 2.645
101 O -6.855 5.865 1.710
102 O -4.819 6.033 2.671
103 H -3.493 6.141 4.274
104 H -4.071 7.693 3.638
105 H -5.606 5.661 5.344
106 H -5.649 7.431 5.448
107 C 2.629 -3.564 10.173
108 C 3.755 -4.439 10.675
109 O 3.832 -4.079 12.055
110 C 2.624 -3.582 12.430
111 O 2.306 -3.347 13.545
112 O 1.827 -3.389 11.342
113 H 2.056 -4.029 9.379
114 H 2.977 -2.586 9.835
115 H 3.524 -5.504 10.600
116 H 4.700 -4.247 10.172
117 C 6.971 3.089 -8.870
118 C 7.173 3.860 -10.153
119 O 8.505 3.494 -10.523
120 C 8.789 2.298 -9.943
121 O 9.746 1.642 -10.183
122 O 7.823 1.957 -9.047
123 H 5.938 2.779 -8.723
124 H 7.303 3.646 -7.991
125 H 6.487 3.547 -10.942
126 H 7.090 4.936 -10.020
127 C 3.741 2.882 -2.326
128 C 2.692 2.478 -3.335
129 O 1.866 1.584 -2.583
130 C 2.019 1.886 -1.274
131 O 1.349 1.439 -0.398
132 O 3.034 2.759 -1.087
133 H 4.100 3.898 -2.468
134 H 4.594 2.201 -2.313
135 H 2.083 3.321 -3.669
136 H 3.111 1.976 -4.203
137 C -4.657 -5.853 -1.254
138 C -4.609 -4.896 -2.424
139 O -4.837 -3.630 -1.795
140 C -4.472 -3.736 -0.500
141 O -4.377 -2.822 0.255
142 O -4.221 -5.029 -0.167
143 H -3.999 -6.709 -1.379
144 H -5.667 -6.209 -1.043
145 H -3.632 -4.876 -2.910
146 H -5.372 -5.099 -3.171

Forces on atoms 1 to 6 (eV/Å):
C -0.250 -0.168 0.141
C 0.044 -0.033 -0.136
C 0.643 -1.220 0.296
P 0.327 1.554 3.340
O -0.698 0.277 -1.262
O 0.352 -0.460 -1.509

Summary:
frontier orbital gap	0.2619	Eh
max |F|	3.70	eV Å⁻¹
total charge	+1

Mulliken atomic charge list, values in e, 2 entries: -1.1424, -0.5120

No. 2
Formula: C3H5Br2NO3
Source: OMol25
Level of theory: wB97M-V/def2-TZVPD

Positions of all 14 atoms, in Å:
1 C 1.523 0.271 -0.629
2 C 0.114 0.801 -0.502
3 Br 0.103 2.796 -1.066
4 C -0.198 1.044 0.983
5 O 0.579 1.196 1.862
6 Br -2.144 1.069 1.409
7 H 2.194 0.991 -0.167
8 H 1.616 -0.665 -0.086
9 H 1.589 0.000 -1.659
10 H -0.797 0.421 -0.852
11 O -0.751 -2.119 -1.310
12 N -1.275 -2.463 -0.334
13 O -1.043 -1.569 0.733
14 H -1.508 -1.772 1.619

Forces on atoms 1 to 6 (eV/Å):
C -1.434 -0.511 0.156
C 0.596 2.854 2.715
Br -0.091 -1.202 -0.055
C 0.404 0.033 0.558
O -0.382 -0.153 -0.484
Br 0.105 0.445 -0.061

Summary:
frontier orbital gap	0.3701	Eh
max |F|	3.98	eV Å⁻¹

Mulliken atomic charge list, values in e, 2 entries: -1.1378, -0.2987

No. 3
Formula: C4H6IN3OS
Source: OMol25
Level of theory: wB97M-V/def2-TZVPD

Positions of all 16 atoms, in Å:
1 N 3.168 1.901 -0.643
2 C 2.350 1.368 -0.049
3 C 1.225 0.767 0.681
4 C -0.100 1.378 0.442
5 N -0.654 -0.051 0.099
6 S -1.786 -0.334 -1.032
7 N -1.825 -1.810 -1.276
8 O -1.823 0.823 -2.421
9 I -3.810 0.367 0.188
10 C 0.708 -0.494 0.023
11 H 1.603 0.706 1.686
12 H -0.486 1.934 1.231
13 H -0.103 1.997 -0.487
14 H -2.479 -2.035 -1.901
15 H 1.175 -0.482 -1.009
16 H 0.937 -1.430 0.446

Forces on atoms 1 to 6 (eV/Å):
N 0.560 0.161 -0.260
C -0.767 0.115 0.166
C 2.299 -0.220 -0.221
C -1.100 -0.176 -3.060
N -0.303 1.947 1.137
S -1.296 4.682 -5.314

Summary:
frontier orbital gap	0.3100	Eh
max |F|	7.20	eV Å⁻¹

Mulliken atomic charge list, values in e, 2 entries: -0.3848, -0.1199